The following is a DFT calculation (ωB97M-V/def2-TZVPD) of 2 unconnected molecules or ions with the total composition C5H15NO in a non-equilibrium geometry.

Output
Highest occupied orbital energy: -9.61 eV
SMILES string: CC(C)CCN.O
2S+1: 1
Total energy: -8965.758 eV
Charge: 0
HOMO-LUMO gap: 10.512 eV
Energy above the lowest of the compared OMol25 structures with the same formula, charge and spin: 0.600 eV

Last column: natural (NBO) charge in e.
Atoms and positions in Å:
C: 2.52682 0.46455 -0.43533  -0.597
C: 1.03351 0.25949 -0.09333  -0.216
C: 0.89349 -0.03992 1.40067  -0.607
C: 0.40054 -0.82077 -0.95221  -0.409
C: -1.12650 -0.77161 -0.88400  -0.210
N: -1.68657 0.33928 -1.67911  -0.828
H: 3.00141 1.23128 0.17124  0.207
H: 3.08722 -0.45133 -0.20431  0.192
H: 2.63143 0.65525 -1.49862  0.206
H: 0.61183 1.25711 -0.28893  0.202
H: 1.09878 0.87971 1.92245  0.212
H: -0.11023 -0.39291 1.62174  0.196
H: 1.62561 -0.79172 1.69062  0.204
H: 0.68786 -0.83458 -1.99759  0.205
H: 0.70858 -1.73768 -0.43315  0.202
H: -1.53760 -1.75157 -1.12825  0.167
H: -1.47253 -0.63417 0.13938  0.175
H: -1.53644 0.11457 -2.65958  0.344
H: -2.69866 0.26283 -1.57914  0.353
O: -2.83693 0.58210 2.49205  -0.931
H: -3.24345 1.45564 2.45879  0.467
H: -2.05818 0.72448 1.93661  0.466

The following is a DFT calculation (ωB97M-V/def2-TZVPD) of a single C5H6N2 molecule in a non-equilibrium geometry.

Output
Highest occupied orbital energy (alpha / beta): -8.47 / -8.47 eV
SMILES string: C1=CCN=NC=C1
2S+1: 1
Total energy: -8256.623 eV
Charge: 0
HOMO-LUMO gap (alpha / beta): 8.150 / 8.148 eV
Energy above the lowest of the compared OMol25 structures with the same formula, charge and spin: 5.735 eV

Last column: natural (NBO) charge in e.
Atoms and positions in Å:
C: 1.00157 0.80713 -0.01742  -0.235
C: 0.94876 -0.54479 0.40485  -0.190
C: 0.44465 -1.55628 -0.45014  -0.329
N: -0.91762 -1.01218 -0.78813  -0.064
N: -1.51098 -0.09482 -0.27606  -0.078
C: -1.24480 0.94132 0.51635  -0.106
C: -0.02107 1.61355 0.36148  -0.253
H: 1.85126 0.95465 -0.79418  0.218
H: 0.42737 -0.74986 1.29755  0.175
H: 0.83507 -1.52155 -1.39424  0.219
H: 0.51971 -2.65402 -0.03608  0.220
H: -2.21056 1.21199 0.82987  0.216
H: -0.12334 2.60486 0.34615  0.207

What did the first record say?
The following is a DFT calculation (ωB97M-V/def2-TZVPD) of 2 unconnected molecules or ions with the total composition C5H15NO in a non-equilibrium geometry.

Output
Highest occupied orbital energy: -9.61 eV
SMILES string: CC(C)CCN.O
2S+1: 1
Total energy: -8965.758 eV
Charge: 0
HOMO-LUMO gap: 10.512 eV
Energy above the lowest of the compared OMol25 structures with the same formula, charge and spin: 0.600 eV

Last column: natural (NBO) charge in e.
Atoms and positions in Å:
C: 2.52682 0.46455 -0.43533  -0.597
C: 1.03351 0.25949 -0.09333  -0.216
C: 0.89349 -0.03992 1.40067  -0.607
C: 0.40054 -0.82077 -0.95221  -0.409
C: -1.12650 -0.77161 -0.88400  -0.210
N: -1.68657 0.33928 -1.67911  -0.828
H: 3.00141 1.23128 0.17124  0.207
H: 3.08722 -0.45133 -0.20431  0.192
H: 2.63143 0.65525 -1.49862  0.206
H: 0.61183 1.25711 -0.28893  0.202
H: 1.09878 0.87971 1.92245  0.212
H: -0.11023 -0.39291 1.62174  0.196
H: 1.62561 -0.79172 1.69062  0.204
H: 0.68786 -0.83458 -1.99759  0.205
H: 0.70858 -1.73768 -0.43315  0.202
H: -1.53760 -1.75157 -1.12825  0.167
H: -1.47253 -0.63417 0.13938  0.175
H: -1.53644 0.11457 -2.65958  0.344
H: -2.69866 0.26283 -1.57914  0.353
O: -2.83693 0.58210 2.49205  -0.931
H: -3.24345 1.45564 2.45879  0.467
H: -2.05818 0.72448 1.93661  0.466